Record 1
C17H24N2O6S | wB97M-V/def2-TZVPD

Geometry as XYZ:
```
50
Properties=species:S:1:pos:R:3:forces:R:3:lowdin_charge:R:1
C 3.278 4.076 0.332 0.04 -0.30 0.11 -0.005
C 2.286 4.937 -0.422 0.11 0.49 -0.15 -0.490
O 2.617 6.029 -0.814 -0.18 -0.25 0.25 0.094
N 0.952 4.469 -0.643 0.07 -0.37 -0.23 0.021
C 0.828 3.062 -1.051 0.03 -0.13 0.74 -0.223
C -0.645 2.657 -1.065 0.33 0.00 -0.45 -0.159
C -0.954 1.454 -1.984 -0.23 0.33 0.16 -0.162
C -1.433 0.194 -1.267 -0.06 -0.32 -0.10 -0.089
C -0.401 -0.595 -0.414 -0.01 0.36 0.17 -0.319
C -0.690 -0.460 1.063 0.39 -0.04 0.10 -0.137
C -1.668 -1.228 1.679 -0.13 -0.06 -0.23 -0.027
C -1.916 -1.105 3.033 -0.02 0.00 0.15 -0.063
C -1.191 -0.205 3.796 -0.15 -0.13 -0.02 -0.075
C -0.230 0.584 3.183 -0.05 0.04 0.39 -0.067
C 0.020 0.458 1.832 0.10 0.06 -0.14 -0.020
O 0.951 -0.055 -0.661 -0.17 0.10 -0.01 -0.174
S 1.675 -0.819 -1.847 0.35 -0.09 -0.13 0.593
O 2.714 -1.624 -1.293 -0.14 0.06 0.02 -0.220
O 1.975 0.058 -2.921 -0.17 0.00 0.06 -0.211
O 0.432 -1.724 -2.226 0.05 -0.26 0.27 -0.164
C -0.198 -2.037 -0.903 0.20 0.40 -1.09 -0.216
C -1.397 -2.927 -1.176 0.15 -0.17 -0.08 -0.095
C -1.523 -4.258 -0.385 -0.47 -0.05 0.06 -0.088
C -0.659 -4.420 0.850 0.32 -0.40 0.11 -0.537
N 0.663 -4.825 0.630 -0.33 0.85 -0.50 0.151
O -1.093 -4.269 1.966 0.02 0.25 0.00 0.078
H 3.684 4.672 1.148 0.04 0.09 -0.08 0.086
H 4.107 3.789 -0.315 -0.01 0.07 -0.05 0.092
H 2.853 3.168 0.754 -0.06 0.02 -0.03 0.057
H 0.376 4.635 0.175 -0.01 0.25 -0.02 0.127
H 1.356 2.407 -0.350 0.08 -0.13 -0.18 0.077
H 1.295 2.917 -2.025 -0.09 0.15 -0.11 0.130
H -1.198 3.526 -1.427 -0.10 -0.03 0.12 0.114
H -0.963 2.441 -0.043 -0.12 0.12 0.03 0.108
H -1.782 1.744 -2.634 0.01 -0.06 -0.04 0.117
H -0.116 1.262 -2.649 0.05 -0.14 0.04 0.093
H -2.261 0.476 -0.615 -0.03 -0.08 0.04 0.131
H -1.845 -0.483 -2.018 0.02 0.03 -0.04 0.117
H -2.260 -1.948 1.130 0.06 0.00 -0.10 0.108
H -2.668 -1.736 3.485 0.02 0.00 0.05 0.113
H -1.382 -0.138 4.858 0.06 0.10 0.02 0.105
H 0.333 1.291 3.779 0.04 0.03 -0.07 0.107
H 0.778 1.078 1.374 0.05 -0.05 -0.04 0.104
H 0.631 -2.497 -0.369 -0.39 -0.18 0.53 0.130
H -1.342 -3.184 -2.233 -0.02 0.09 -0.02 0.130
H -2.307 -2.341 -1.066 -0.03 -0.05 0.10 0.112
H -1.368 -5.107 -1.054 0.21 0.04 -0.01 0.120
H -2.552 -4.341 -0.038 0.04 -0.05 0.04 0.119
H 1.315 -4.285 1.187 0.06 -0.45 0.34 0.111
H 0.926 -4.771 -0.346 0.10 -0.15 0.03 0.093
```
Positions in Å, forces in eV/Å.

## Properties
lowest unoccupied orbital energy: 0.4 eV
relative energy (zero: lowest compared OMol25 entry of this formula, charge and spin): 118.9 kJ/mol
charge: 0
Kohn-Sham gap: 9.85 eV
energy: -44118.3615 eV

---

Record 2
C15H18F2InNO3PSi | wB97M-V/def2-TZVPD

Geometry as XYZ:
```
42
Properties=species:S:1:pos:R:3:forces:R:3:lowdin_charge:R:1
C -2.820 0.870 -2.299 0.33 0.01 -0.73 -0.183
Si -2.276 0.942 -0.435 -1.59 -0.22 -1.68 0.596
C -3.668 1.866 0.497 -0.39 0.51 0.46 -0.171
C -1.929 -0.846 0.257 0.53 -1.05 0.53 -0.188
C -0.651 -0.914 1.232 -0.41 -0.20 0.55 -0.150
C -0.244 -2.437 1.642 -0.93 0.43 0.28 -0.305
F -1.381 -3.222 1.989 3.25 2.03 -0.87 0.091
F 0.634 -2.327 2.792 -1.59 -0.58 -2.63 0.020
C 0.553 -3.024 0.363 3.88 0.28 -1.55 0.078
C 1.845 -2.614 -0.127 -2.90 -0.72 0.89 -0.154
P 3.000 -1.272 0.524 -0.72 -1.70 -0.58 0.962
N 4.585 -1.630 0.300 -0.56 -0.49 -0.34 0.002
C 2.195 -3.501 -1.402 2.16 -1.19 -2.31 -0.298
O 3.257 -3.674 -2.027 -4.28 1.51 3.19 0.163
O 1.008 -4.235 -1.805 0.38 1.47 3.62 0.144
C 0.128 -4.159 -0.680 -4.50 -1.52 1.83 -0.256
O -0.915 -4.806 -0.427 5.03 2.58 -2.08 0.189
C -0.575 1.852 -0.430 3.87 1.95 -0.10 -0.129
C -0.078 2.477 0.953 3.19 1.38 -0.80 -0.026
C 1.301 3.205 1.131 -1.40 -2.12 -4.48 -0.153
C 2.257 3.319 -0.131 -3.06 -1.49 0.50 0.106
C 1.758 2.724 -1.514 -2.77 -1.37 1.55 0.059
C 0.376 2.002 -1.655 1.26 1.36 3.09 0.016
H -2.361 -0.044 -2.843 -0.79 1.55 0.78 0.063
H -3.962 0.815 -2.398 1.63 -0.05 0.30 0.073
H -2.508 1.841 -2.854 -0.47 -1.60 0.87 0.064
H -4.564 1.138 0.597 1.49 1.11 -0.14 0.087
H -3.391 2.255 1.535 -0.55 -0.53 -1.34 0.043
H -4.011 2.756 -0.154 0.58 -1.37 1.03 0.079
H -1.801 -1.591 -0.611 -0.29 1.22 1.13 0.108
H -2.881 -1.149 0.846 1.62 0.40 -0.93 0.128
H -0.914 -0.278 2.164 0.64 -1.41 -1.19 0.140
H 0.315 -0.472 0.770 -1.62 -0.57 0.54 0.074
H 2.810 -1.034 1.941 -0.11 -0.03 -0.81 0.082
H 2.757 -0.023 -0.194 0.10 -0.34 0.45 0.047
H 4.631 -2.579 -0.150 0.51 0.56 0.18 0.068
H -0.777 2.376 1.870 1.09 0.15 -1.70 0.072
H 1.658 3.626 2.155 0.65 -0.76 -4.74 -0.213
H 3.285 3.815 -0.040 -1.66 -0.74 -0.24 0.144
H 2.415 2.771 -2.447 -0.87 0.15 1.57 0.137
H 0.025 1.543 -2.652 0.81 0.98 1.67 0.131
In 0.912 3.640 3.716 -1.53 0.45 4.22 1.260
```
Positions in Å, forces in eV/Å.

## Properties
lowest unoccupied orbital energy: -15.9 eV
relative energy (zero: lowest compared OMol25 entry of this formula, charge and spin): 741.9 kJ/mol
charge: +3
Kohn-Sham gap: 2.64 eV
energy: -51211.0743 eV

---

Number 1: HOMO energy -9.5 eV. Number 2: HOMO energy -18.6 eV.